The following is a quantum chemistry calculation of a structure of composition C25H40BrCaCl3N3O3Si, from the OMol25 dataset.

Structure (XYZ):
```
77
Properties=species:S:1:pos:R:3:forces:R:3:lowdin_charge:R:1
C -2.673 1.370 -3.037 -0.366 -0.093 0.028 -0.054
C -1.799 2.285 -2.243 0.691 0.813 0.468 -0.222
H -3.370 1.941 -3.659 0.032 -0.195 0.007 0.060
H -3.253 0.700 -2.381 0.230 0.119 -0.166 0.072
H -2.055 0.739 -3.692 -0.121 0.096 0.178 0.084
C -2.068 3.577 -2.003 0.183 -0.395 -0.392 -0.137
C -3.326 4.271 -2.394 -0.459 0.303 -0.118 -0.127
H -1.327 4.218 -1.523 -0.154 -0.336 -0.002 0.095
H -4.165 3.576 -2.516 0.141 0.211 -0.001 0.062
H -3.208 4.839 -3.327 -0.096 -0.030 0.042 0.068
H -3.600 5.000 -1.620 -0.087 -0.075 -0.106 0.060
Ca 0.284 -1.075 0.970 -0.035 1.712 -0.341 0.881
Cl 1.369 -1.423 -1.615 0.104 -0.186 -0.014 -0.088
Cl -1.138 -2.153 2.883 -0.037 -0.393 0.381 -0.226
H 4.248 -5.222 2.618 -0.087 0.063 0.080 0.086
H 4.271 -5.996 0.275 -0.125 0.053 -0.056 0.085
C 3.211 -4.881 2.535 -0.042 -0.119 -0.072 -0.032
C 3.212 -5.726 0.198 -0.144 0.299 0.063 -0.046
N 2.905 -4.653 1.132 0.275 -0.456 0.322 -0.184
H 3.067 -3.947 3.080 0.006 -0.182 -0.058 0.090
C 2.283 -3.537 0.758 -0.507 1.091 0.344 -0.324
O 1.948 -2.627 1.546 0.562 -1.247 -0.911 -0.176
H 2.995 -5.382 -0.816 0.044 -0.109 0.116 0.092
H 2.083 -3.452 -0.324 0.054 0.055 0.196 0.057
H 2.550 -5.655 2.944 0.112 0.158 0.002 0.097
H 2.609 -6.618 0.414 0.076 0.155 -0.029 0.090
H -3.157 0.794 0.646 0.218 -0.039 0.210 0.062
H -2.813 3.718 1.133 -0.072 -0.160 0.144 0.084
C -3.115 0.820 1.744 0.022 -0.088 -0.339 -0.060
C -2.928 3.256 2.126 0.328 0.017 -0.117 -0.054
N -2.301 1.944 2.180 0.414 0.170 0.491 -0.169
H -2.697 -0.119 2.126 -0.090 0.234 -0.104 0.022
C -0.996 1.833 2.507 -0.162 -0.988 -0.403 -0.323
O -0.320 0.794 2.451 -0.579 1.281 0.167 -0.170
H -2.465 3.911 2.873 -0.166 -0.032 -0.128 0.085
H -0.557 2.798 2.844 -0.107 -0.358 -0.022 0.140
H -4.131 0.981 2.124 0.164 -0.160 0.130 0.081
H -3.996 3.144 2.334 0.202 0.102 0.079 0.082
O -1.074 0.921 -0.516 -0.368 -0.584 1.785 -0.393
C -0.607 1.600 -1.564 0.671 0.062 -0.151 -0.510
C 0.288 3.320 0.044 0.145 0.255 0.120 -0.063
C 0.487 2.578 -1.118 -0.402 -0.108 -0.634 -0.167
H -0.632 3.137 0.609 0.524 0.016 -0.315 0.084
C 1.206 4.298 0.423 -0.209 -0.213 -0.169 -0.112
H -0.146 0.901 -2.286 0.223 0.189 -0.437 0.086
C 1.629 2.773 -1.885 0.046 0.448 0.047 -0.034
H 1.063 4.825 1.371 0.109 0.044 -0.359 0.087
C 2.283 4.585 -0.421 0.170 -0.038 0.094 -0.130
C 2.498 3.824 -1.574 -0.041 -0.048 0.192 -0.100
H 1.796 2.122 -2.748 -0.043 0.274 0.164 0.113
H 2.971 5.389 -0.156 -0.099 -0.190 -0.086 0.088
H 3.335 4.059 -2.236 -0.130 -0.121 0.255 0.092
Si -2.226 -3.530 -0.912 0.037 0.901 0.651 0.175
Cl -1.932 -1.461 -0.548 -0.834 -1.389 -0.708 0.421
C -2.608 -4.328 0.726 -0.096 -0.179 -0.067 -0.248
C -0.661 -4.224 -1.637 0.187 -0.214 -0.181 -0.225
C -3.650 -3.578 -2.115 -0.137 -0.198 -0.133 -0.228
H -1.881 -4.012 1.494 -0.256 -0.139 -0.319 -0.070
H -2.579 -5.421 0.606 -0.095 0.151 0.124 0.024
H -3.602 -4.022 1.082 0.207 -0.124 -0.036 0.032
H -4.539 -3.083 -1.706 0.185 -0.110 -0.012 0.027
H -3.902 -4.627 -2.332 -0.034 0.212 -0.078 0.027
H -3.384 -3.071 -3.052 -0.023 -0.143 0.164 0.030
H 0.194 -3.542 -1.518 -0.340 -0.103 -0.046 -0.085
H -0.800 -4.369 -2.715 0.137 -0.083 0.131 0.032
H -0.423 -5.188 -1.166 -0.062 0.081 -0.162 0.026
Br 3.758 3.859 3.106 0.090 -0.222 0.073 0.715
C 3.727 2.315 2.007 -0.382 -0.947 -0.538 -0.664
C 4.750 2.075 1.088 -0.266 0.018 -0.003 -0.120
C 4.589 1.039 0.166 -0.430 0.042 0.590 -0.051
C 3.413 0.288 0.226 0.394 -0.076 -0.357 -0.173
N 2.461 0.471 1.141 0.119 0.257 0.546 0.035
C 2.616 1.447 2.044 0.689 0.616 -0.364 -0.159
H 5.632 2.706 1.097 -0.092 -0.025 -0.115 0.097
H 5.326 0.800 -0.597 -0.079 0.191 0.219 0.104
H 3.206 -0.491 -0.514 0.074 0.276 0.269 -0.001
H 1.841 1.572 2.795 -0.009 -0.075 -0.226 0.093
```
Forces are in eV/Å.

Values from the calculation:
Kohn-Sham gap: 6.288 eV
lowest unoccupied orbital energy: 2.40 eV
charge: -1



The following is a quantum chemistry calculation of a structure of composition C25H40GeO7PSeTi, from the OMol25 dataset.

Structure (XYZ):
```
76
Properties=species:S:1:pos:R:3:forces:R:3:lowdin_charge:R:1
Ti 0.030 -0.285 -0.100 0.266 -0.099 0.038 0.977
O 1.866 0.626 -0.177 0.343 0.076 0.429 -0.094
C 2.602 0.738 1.137 -0.023 0.055 -0.015 -0.235
C 1.487 0.581 2.173 0.197 0.114 -0.306 -0.384
O 1.558 0.742 3.325 -0.178 -0.033 0.297 0.275
O 0.269 0.189 1.541 0.462 0.175 0.836 -0.165
C 3.566 -0.421 1.203 0.079 -0.017 0.070 -0.177
C 3.267 -1.596 1.890 -0.037 -0.020 -0.017 -0.020
C 4.165 -2.655 1.879 -0.014 0.025 -0.031 -0.035
C 5.353 -2.548 1.169 0.008 -0.002 -0.008 -0.030
C 5.650 -1.380 0.474 -0.004 -0.014 -0.009 -0.026
C 4.765 -0.313 0.500 0.078 -0.022 -0.034 -0.008
C 3.237 2.112 1.263 -0.073 0.016 -0.274 -0.171
C 3.149 3.058 0.245 0.025 0.075 -0.006 -0.043
C 3.786 4.288 0.376 -0.034 -0.084 0.027 -0.045
C 4.493 4.578 1.531 0.003 -0.024 0.028 -0.032
C 4.574 3.635 2.550 0.017 0.026 0.011 -0.018
C 3.958 2.401 2.417 0.062 -0.024 0.070 0.000
H 2.526 0.737 -0.882 -0.126 -0.107 -0.035 0.146
H 2.361 -1.686 2.483 0.022 0.012 0.011 0.120
H 3.949 -3.553 2.445 0.010 0.039 -0.023 0.123
H 6.062 -3.366 1.176 -0.013 0.014 -0.012 0.126
H 6.585 -1.289 -0.063 -0.022 -0.010 0.026 0.126
H 5.028 0.614 0.000 -0.006 -0.006 0.031 0.134
H 2.605 2.857 -0.671 0.004 0.000 -0.002 0.099
H 3.735 5.013 -0.427 -0.008 -0.029 0.017 0.119
H 4.989 5.534 1.636 -0.007 -0.022 0.011 0.126
H 5.131 3.856 3.450 -0.014 -0.003 -0.025 0.128
H 4.045 1.668 3.210 0.006 0.029 -0.032 0.137
C -1.139 2.773 -2.822 0.058 0.074 -0.106 0.048
C -0.689 2.267 -1.516 -0.126 -0.167 -0.091 -0.361
C -0.489 3.200 -0.390 -0.047 0.118 -0.018 0.047
O -0.490 1.030 -1.384 -0.264 0.851 -0.440 -0.125
H -0.352 3.418 -3.232 -0.022 0.013 -0.004 0.134
H -2.005 3.425 -2.681 0.006 0.011 -0.031 0.127
H -1.357 1.975 -3.525 0.007 -0.022 0.010 0.113
H -1.404 3.783 -0.246 0.025 0.009 0.000 0.130
H 0.277 3.932 -0.667 -0.009 0.013 0.000 0.127
H -0.201 2.712 0.535 0.033 -0.070 0.053 0.089
C -0.515 -5.106 -2.335 -0.027 0.033 0.035 0.007
O 0.102 -4.003 -1.555 0.094 -0.108 -0.031 -0.313
P -0.546 -2.605 -1.364 -0.068 -0.653 -0.325 0.946
O -0.104 -2.273 0.287 -0.093 -0.133 -0.267 -0.515
C -0.666 -3.098 1.368 0.004 0.116 -0.056 -0.017
O 0.674 -1.510 -1.751 -0.026 -0.235 0.116 -0.443
C 2.088 -1.967 -1.889 -0.088 0.109 -0.078 0.019
H -0.194 -6.016 -1.846 0.010 -0.027 0.025 0.107
H -0.135 -5.052 -3.349 0.025 0.013 -0.008 0.104
H -1.598 -5.014 -2.312 0.008 0.018 -0.003 0.093
H -0.468 -2.579 2.299 0.020 0.035 0.056 0.107
H -0.156 -4.054 1.338 0.030 -0.049 0.006 0.113
H -1.737 -3.213 1.213 -0.048 -0.010 -0.006 0.092
H 2.568 -1.966 -0.914 0.016 -0.022 0.077 0.085
H 2.549 -1.267 -2.576 0.038 0.039 -0.024 0.114
H 2.087 -2.963 -2.313 -0.002 -0.023 -0.041 0.100
C -5.982 -0.600 1.037 -0.055 0.053 0.081 -0.211
Ge -5.464 -0.252 -0.799 0.066 -0.082 0.076 0.773
C -5.105 -1.880 -1.794 -0.033 -0.063 -0.064 -0.203
C -6.615 1.013 -1.685 -0.051 0.072 -0.059 -0.197
C -3.622 0.608 -0.763 0.062 0.146 -0.054 -0.502
Se -2.468 -0.282 0.511 -0.575 -0.199 0.048 1.031
C -2.668 0.896 2.039 0.007 0.041 -0.010 -0.253
H -6.861 -1.245 1.025 0.006 0.017 0.045 0.042
H -6.260 0.325 1.545 0.019 -0.057 0.020 0.038
H -5.210 -1.115 1.613 -0.022 -0.015 -0.004 0.010
H -5.916 -2.597 -1.661 0.032 0.004 -0.022 0.040
H -4.180 -2.350 -1.449 -0.029 -0.029 -0.007 -0.002
H -5.016 -1.659 -2.859 0.021 -0.046 0.022 0.035
H -7.618 0.588 -1.743 0.002 0.046 -0.029 0.043
H -6.273 1.225 -2.698 -0.034 0.011 0.015 0.034
H -6.671 1.942 -1.118 -0.028 -0.008 -0.039 0.035
H -3.643 1.666 -0.494 0.043 -0.013 -0.017 0.037
H -3.173 0.480 -1.748 0.020 0.015 0.006 0.026
H -3.716 0.831 2.319 -0.043 0.022 0.030 0.046
H -2.402 1.910 1.757 -0.001 0.034 0.016 0.044
H -2.034 0.529 2.838 0.018 -0.026 0.022 0.050
```
Forces are in eV/Å.

Values from the calculation:
Kohn-Sham gap: 5.706 eV
lowest unoccupied orbital energy: -10.88 eV
charge: +3



The following is a quantum chemistry calculation of a structure of composition C25H41BClN4OS4Zn, from the OMol25 dataset.

Structure (XYZ):
```
78
Properties=species:S:1:pos:R:3:forces:R:3:lowdin_charge:R:1
Zn 1.069 -0.530 -2.172 0.123 -0.483 0.008 0.298
C -0.179 -3.764 -3.125 0.038 0.008 -0.026 -0.489
C -1.458 -2.942 -3.279 -0.009 -0.017 0.012 -0.493
S -1.271 -1.140 -3.218 -0.066 -0.026 0.159 0.891
C -0.970 -0.674 -4.936 0.072 0.013 -0.081 -0.486
C 0.312 -1.201 -5.577 -0.068 -0.052 0.014 -0.467
S 1.780 -0.612 -4.691 -0.002 0.125 -0.003 0.915
C 2.913 -2.016 -4.798 -0.078 -0.070 -0.010 -0.491
C 4.078 -1.787 -3.839 -0.014 0.029 -0.042 -0.492
S 3.623 -1.425 -2.125 -0.006 0.037 0.061 0.885
C 3.469 -3.061 -1.365 -0.017 -0.026 -0.006 -0.491
C 2.351 -3.969 -1.868 0.030 0.002 -0.079 -0.474
S 0.720 -3.206 -1.656 0.019 0.021 -0.013 0.892
H 0.468 -3.662 -3.994 0.016 0.012 0.008 0.051
H -0.439 -4.817 -3.015 -0.006 0.019 0.010 0.096
H -2.144 -3.181 -2.465 -0.007 0.027 0.000 0.081
H -1.967 -3.209 -4.206 0.020 0.007 -0.006 0.098
H -0.978 0.418 -4.917 0.013 0.015 0.023 0.082
H -1.831 -0.988 -5.526 0.010 -0.011 0.006 0.095
H 0.364 -0.850 -6.609 0.002 0.012 0.028 0.093
H 0.326 -2.291 -5.599 0.000 0.026 0.004 0.072
H 3.294 -2.100 -5.816 0.008 0.016 0.014 0.098
H 2.371 -2.930 -4.559 0.023 0.014 -0.018 0.049
H 4.657 -0.921 -4.161 0.003 0.012 0.000 0.085
H 4.754 -2.642 -3.849 -0.010 -0.019 0.023 0.097
H 3.346 -2.852 -0.301 -0.017 0.027 0.017 0.078
H 4.427 -3.571 -1.474 -0.011 0.004 -0.008 0.093
H 2.378 -4.905 -1.310 0.004 0.011 0.009 0.091
H 2.490 -4.214 -2.921 -0.024 0.010 0.033 0.073
C -2.311 -1.579 3.000 -0.036 -0.068 -0.024 -0.044
C -2.014 -0.103 3.296 -0.017 0.017 -0.008 -0.495
C -3.144 0.393 4.209 -0.002 -0.010 -0.007 -0.035
C -2.115 0.702 1.997 0.071 0.087 0.022 -0.016
C -0.645 -0.001 4.048 0.102 -0.012 0.027 -0.403
O -0.777 -0.820 5.224 -0.009 -0.011 0.194 -0.035
C -0.193 1.390 4.579 0.035 -0.020 -0.036 -0.086
C 0.611 2.420 3.761 -0.019 0.017 0.093 -0.126
C -0.149 3.348 2.851 -0.098 -0.137 -0.004 -0.245
C 0.159 3.434 1.499 -0.121 -0.110 0.007 -0.036
C -0.559 4.255 0.642 0.057 0.065 0.056 -0.101
C -1.595 5.015 1.157 0.034 0.003 0.020 -0.654
Cl -2.513 6.039 0.102 -0.015 0.019 0.003 0.690
C -1.901 4.979 2.509 0.028 -0.014 -0.067 -0.095
C -1.172 4.152 3.346 -0.043 -0.074 -0.046 -0.047
C 0.517 -0.811 3.413 0.058 -0.062 0.090 -0.021
N 1.005 -0.513 2.068 0.085 0.053 -0.081 -0.061
C 0.532 -0.892 0.891 -0.224 0.095 -0.182 -0.146
N 1.325 -0.453 -0.078 -0.069 -0.261 -0.140 -0.007
C 2.323 0.179 0.595 -0.051 0.190 -0.029 -0.198
N 2.164 0.153 1.888 0.166 0.118 0.247 0.137
H -3.339 -1.674 2.652 -0.051 0.000 -0.020 0.093
H -2.195 -2.193 3.891 -0.013 -0.009 -0.014 0.093
H -1.678 -2.001 2.218 0.022 -0.007 -0.031 0.059
H -4.083 0.345 3.659 -0.047 -0.011 -0.023 0.097
H -3.013 1.429 4.515 0.030 0.054 -0.004 0.082
H -3.264 -0.231 5.094 -0.015 -0.022 0.042 0.091
H -2.958 0.329 1.414 -0.056 -0.001 -0.030 0.096
H -1.232 0.654 1.367 0.072 0.041 -0.050 0.059
H -2.300 1.753 2.191 0.037 0.217 0.040 0.082
H -1.305 -0.339 5.871 0.035 -0.004 0.031 0.103
H 0.441 1.127 5.431 -0.003 -0.007 -0.052 0.126
H -1.066 1.884 5.010 -0.021 0.004 -0.019 0.104
H 1.405 1.936 3.203 0.094 -0.091 -0.066 0.080
H 1.127 3.037 4.504 -0.025 -0.019 0.021 0.127
H 0.964 2.829 1.096 0.046 -0.015 -0.002 0.101
H -0.335 4.296 -0.415 0.013 0.065 0.218 0.043
H -2.698 5.597 2.896 -0.048 0.043 0.023 0.106
H -1.412 4.134 4.402 -0.008 -0.012 0.075 0.116
H 0.223 -1.860 3.420 0.031 0.079 0.049 0.135
H 1.389 -0.705 4.057 -0.084 -0.001 -0.005 0.146
H -0.387 -1.431 0.756 -0.010 -0.084 -0.015 0.122
H 3.149 0.676 0.119 0.076 0.005 -0.032 0.118
B -1.159 3.458 -2.512 -0.056 -0.147 -0.191 -0.411
C -0.176 2.242 -2.435 0.343 -0.338 -0.071 -0.176
N 0.535 1.321 -2.420 -0.308 0.612 0.067 0.030
H -1.629 3.412 -3.624 -0.006 -0.001 -0.080 0.018
H -1.993 3.270 -1.659 -0.023 -0.007 0.001 0.027
H -0.510 4.456 -2.324 -0.006 0.025 -0.129 0.025
```
Forces are in eV/Å.

Values from the calculation:
Kohn-Sham gap: 7.817 eV
lowest unoccupied orbital energy: -2.42 eV
charge: +1